Record 1
Here is C21H15F9KN4O2 as an isolated structure at a distorted geometry from OMol25. Energies are from the ωB97M-V functional and the def2-TZVPD basis.

Properties
Kohn-Sham gap: 7.36 eV
Net charge: +1
E_HOMO: -0.4072 Eh
Max |F|: 0.063 hartree/bohr
Energy relative to the best compared isomer or geometry (same formula, charge and spin): 99.09 kJ/mol

Element x y z (Å)
K -0.391 -1.439 -0.820
C 2.620 0.367 -1.401
C 3.009 0.501 0.044
C 4.305 0.493 0.452
C 4.701 0.506 1.812
C 3.761 0.511 2.790
C 2.420 0.527 2.401
N 2.081 0.552 1.083
C 1.221 0.482 3.106
C 0.977 0.397 4.474
C -0.304 0.223 4.874
C -1.320 0.155 3.901
C -1.145 0.305 2.556
N 0.204 0.481 2.173
C -2.369 0.313 1.676
C -3.580 0.669 2.262
C -4.737 0.590 1.505
C -4.651 0.254 0.168
C -3.391 0.030 -0.367
C -3.201 -0.132 -1.858
N -2.294 -0.005 0.390
H 3.514 0.509 -2.000
H 1.866 1.079 -1.709
H 2.257 -0.645 -1.593
H 5.058 0.452 -0.322
H 5.754 0.491 2.061
H 4.011 0.483 3.842
H 1.814 0.416 5.159
H -0.555 0.104 5.920
H -2.323 -0.055 4.240
H -3.648 1.026 3.280
H -5.692 0.832 1.956
H -5.529 0.227 -0.465
H -4.125 0.070 -2.395
H -2.884 -1.141 -2.132
H -2.441 0.572 -2.204
O 0.152 0.711 -0.182
N 0.742 0.554 0.933
F 1.929 -4.370 3.400
C 1.622 -3.195 2.858
F 2.770 -2.501 2.734
F 0.864 -2.532 3.750
C 0.876 -3.252 1.471
O 0.686 -2.027 0.961
C -0.508 -3.954 1.701
F -1.316 -3.139 2.394
F -0.427 -5.112 2.354
F -1.138 -4.194 0.531
C 1.745 -4.091 0.478
F 2.904 -3.463 0.244
F 1.116 -4.173 -0.712
F 2.022 -5.328 0.884


Record 2
Here is C21H15N3O6RuS6Te as an isolated structure at a distorted geometry from OMol25. Energies are from the ωB97M-V functional and the def2-TZVPD basis.

Properties
Kohn-Sham gap (spin up / spin down): 5.99 / 5.93 eV
⟨S²⟩: 0.782
Net charge: -1
E_HOMO (spin up / spin down): -0.1630 / -0.1609 Eh
Spin multiplicity: 2
Max |F|: 0.027 hartree/bohr

Element x y z (Å)
Ru -0.231 0.335 -0.100
O 1.050 -1.481 0.691
N 1.083 -1.592 1.936
N 0.550 -0.607 2.550
O 0.038 0.449 1.930
C 0.487 -0.626 3.979
C -0.215 0.388 4.611
C -0.303 0.390 5.997
C 0.306 -0.606 6.743
C 1.016 -1.610 6.092
C 1.113 -1.628 4.712
H -0.683 1.151 4.008
H -0.853 1.180 6.492
H 0.230 -0.605 7.823
H 1.503 -2.387 6.668
H 1.663 -2.403 4.200
O 0.364 0.774 -2.211
C 1.581 0.846 -1.877
O 1.939 0.653 -0.697
C 2.586 1.218 -2.925
C 2.161 1.760 -4.131
C 3.088 2.146 -5.091
C 4.442 1.970 -4.858
C 4.838 1.428 -3.648
C 3.940 1.058 -2.669
N 6.288 1.260 -3.392
O 6.630 0.906 -2.284
O 7.054 1.482 -4.310
H 1.098 1.873 -4.301
H 2.755 2.587 -6.021
H 5.190 2.246 -5.586
H 4.271 0.653 -1.723
Te -1.012 -2.008 -1.039
C -2.675 -1.773 -2.305
C -2.798 -2.374 -3.529
C -4.079 -2.188 -4.127
C -4.905 -1.435 -3.352
S -4.138 -0.978 -1.891
H -1.988 -2.926 -3.986
H -4.360 -2.585 -5.093
H -5.917 -1.125 -3.563
C -0.386 3.924 1.105
S 0.164 3.209 -0.464
C -1.316 3.196 -1.410
C -2.321 2.316 -1.237
S -2.463 1.184 0.091
S -3.576 2.410 -2.444
C -2.907 3.668 -3.417
S -3.619 4.253 -4.785
S -1.398 4.228 -2.809
H 0.522 4.203 1.638
H -0.941 3.180 1.671
H -0.993 4.809 0.926


Record 3
Here is C21H15N3O7Sc as an isolated structure from OMol25. Energies are from the ωB97M-V functional and the def2-TZVPD basis.

Properties
Kohn-Sham gap: 5.80 eV
Net charge: +1
E_HOMO: -0.3797 Eh
Max |F|: 0.015 hartree/bohr

Element x y z (Å)
Sc -0.117 1.042 -0.384
O -2.743 2.761 2.601
C -2.191 2.264 1.519
O -1.084 2.539 1.104
C -3.064 1.277 0.794
C -4.365 0.937 1.125
C -5.000 -0.011 0.334
C -4.325 -0.589 -0.736
C -3.026 -0.182 -0.981
N -2.430 0.733 -0.231
C -2.074 -0.689 -2.044
O -2.496 -1.499 -2.984
O -0.910 -0.345 -2.007
H -2.123 3.390 3.012
H -4.860 1.391 1.972
H -6.016 -0.308 0.555
H -4.816 -1.346 -1.334
H -3.448 -1.669 -2.931
O 2.744 -3.283 1.543
C 2.180 -2.768 2.665
C 2.329 -3.410 3.892
C 1.735 -2.900 5.031
C 0.974 -1.740 4.962
C 0.824 -1.109 3.742
C 1.426 -1.593 2.580
C 1.235 -0.827 1.326
O 0.145 -0.066 1.273
N 2.126 -0.855 0.392
N 1.729 0.051 -0.615
C 2.459 0.098 -1.670
C 2.241 1.028 -2.765
C 3.023 0.852 -3.916
C 2.912 1.707 -4.992
C 2.018 2.773 -4.917
C 1.248 2.985 -3.788
C 1.347 2.118 -2.704
O 0.608 2.336 -1.603
H 3.211 -4.093 1.779
H 2.919 -4.319 3.937
H 1.865 -3.417 5.973
H 0.511 -1.335 5.850
H 0.233 -0.207 3.672
H 3.299 -0.591 -1.741
H 3.726 0.029 -3.948
H 3.519 1.560 -5.874
H 1.931 3.458 -5.752
H 0.569 3.824 -3.718


Record 4
Here is C21H15NO4Pt as an isolated structure at a distorted geometry from OMol25. Energies are from the ωB97M-V functional and the def2-TZVPD basis.

Properties
Kohn-Sham gap (spin up / spin down): 5.80 / 5.80 eV
Net charge: +2
E_HOMO (spin up / spin down): -0.5581 / -0.5581 Eh
Max |F|: 0.031 hartree/bohr

Element x y z (Å)
Pt -0.369 -0.042 -1.677
O 1.204 -3.414 -3.418
C 0.775 -2.256 -3.032
O -0.141 -2.105 -2.203
C 1.432 -1.074 -3.656
C 2.452 -1.002 -4.581
C 2.905 0.271 -4.943
C 2.373 1.419 -4.367
C 1.349 1.273 -3.443
N 0.909 0.055 -3.167
C 0.676 2.368 -2.603
O 1.036 3.501 -2.671
O -0.331 1.930 -1.839
H 0.711 -4.142 -2.997
H 2.888 -1.898 -5.000
H 3.702 0.358 -5.669
H 2.738 2.409 -4.608
C 0.262 -1.960 5.070
C -0.934 -1.678 4.403
C -0.904 -1.260 3.096
C 0.343 -1.107 2.433
C 1.540 -1.458 3.112
C 1.497 -1.853 4.425
C 0.464 -0.631 1.115
C -0.528 -0.014 0.363
C -1.520 0.871 0.825
C -2.764 0.975 0.138
C -3.693 1.905 0.528
C -3.408 2.752 1.602
C -2.194 2.676 2.296
C -1.253 1.756 1.914
H 0.230 -2.286 6.102
H -1.878 -1.809 4.912
H -1.827 -1.085 2.562
H 2.488 -1.370 2.597
H 2.408 -2.088 4.957
H 1.426 -0.799 0.637
H -2.990 0.273 -0.656
H -4.644 1.976 0.019
H -4.144 3.485 1.907
H -1.996 3.354 3.114
H -0.291 1.720 2.407